Record 1
Below is C4H6O2 in the gas phase in a non-equilibrium geometry, with properties calculated with ωB97M-V/def2-TZVPD.

Last column: natural (NBO) charge in e.
Cartesian coordinates (Å):
C -1.76081 0.78139 -0.03074  -0.361
C -1.07523 -0.34225 -0.40137  -0.238
C 0.09387 -0.82231 0.50096  -0.117
C 2.06356 0.25316 -0.30029  0.650
H -2.63537 1.31619 -0.62548  0.212
H -1.54620 1.29874 0.94967  0.203
H -1.13991 -0.81391 -1.39839  0.214
H 0.10191 -0.32049 1.48151  0.199
H -0.12979 -1.83659 0.72389  0.195
H 2.88112 0.06668 -0.96030  0.122
O 1.39313 -0.89061 -0.10774  -0.507
O 1.75372 1.31000 0.16829  -0.572

Computed properties:
Lowest unoccupied orbital energy: 1.027 eV
HOMO: -10.054 eV
Calculated total energy: -8338.862 eV
Frontier orbital gap: 11.08 eV
M: 86.09 Da

***

Record 2
Below is a 2-piece molecular cluster, CH3O3S overall in a non-equilibrium geometry, with properties calculated with ωB97M-V/def2-TZVPD.

Last column: natural (NBO) charge in e.
Cartesian coordinates (Å):
C -0.63858 0.19907 -1.19017  -0.274
O -1.03790 0.78955 1.52101  -1.001
O 0.79261 -0.75604 0.94004  -1.021
O -0.74172 -1.18624 -0.96329  -0.826
S 0.04406 0.46868 0.61085  1.772
H 0.73945 0.41995 -1.79744  -0.074
H -0.22373 -1.49356 -0.09379  0.478
H 1.06581 1.55859 0.97277  -0.053

Computed properties:
Lowest unoccupied orbital energy: 3.666 eV
HOMO: -3.181 eV
Calculated total energy: -18059.684 eV
Total charge: -1
Frontier orbital gap: 6.85 eV
M: 95.10 Da

***

Record 3
Below is C40H62As3N5ReSi2 as an isolated structure, with properties calculated with ωB97M-V/def2-TZVPD.

Last column: Löwdin spin population.
Cartesian coordinates (Å):
Re 0.10660 -0.56363 0.03628  1.095
C -3.49983 -0.82542 7.28709  0.166
C -4.38220 -0.99900 6.22049  -0.007
C -4.01047 -0.65308 4.94113  0.123
C -2.71574 -0.12205 4.69326  0.036
C -1.82232 0.01052 5.79142  0.123
C -2.21688 -0.32015 7.06498  -0.007
N -2.24760 0.21868 3.48064  0.394
C -3.12198 0.38727 2.42077  0.020
C -4.29646 1.14287 2.51433  0.047
C -5.06536 1.40509 1.39208  -0.006
C -4.70288 0.89768 0.15097  0.044
C -3.54484 0.14054 0.03113  -0.004
C -2.75491 -0.07173 1.14366  0.040
N -1.57576 -0.89801 1.02662  0.054
N -1.75270 -1.99751 1.70168  0.305
C -0.67225 -2.82793 1.71190  0.013
C -0.72461 -4.02170 2.42169  0.062
C 0.41832 -4.79693 2.48148  0.030
C 1.57218 -4.35098 1.84395  0.054
C 1.53913 -3.16004 1.14788  0.043
N 0.43328 -2.40922 1.05683  0.050
H -3.80797 -1.09121 8.28911  0.008
H -5.36480 -1.41474 6.39880  -0.003
H -4.69171 -0.81644 4.11725  0.005
H -0.83749 0.41401 5.59704  0.005
H -1.53745 -0.18889 7.89616  -0.004
H -4.57947 1.55193 3.47555  0.001
H -5.96303 2.00037 1.49309  -0.001
H -5.32900 1.06896 -0.71421  0.002
H -3.27138 -0.33368 -0.89763  0.000
H -1.64642 -4.29681 2.91279  0.002
H 0.41927 -5.72928 3.02948  0.000
H 2.49024 -4.92011 1.87546  0.002
H 2.41296 -2.78373 0.63788  0.000
C 1.03713 0.92022 3.23860  0.018
As 1.93251 0.40687 1.59699  0.009
C 3.30857 -0.76546 2.29443  -0.003
C 2.99194 1.98243 1.13370  -0.003
C 2.51830 2.90257 0.00043  0.000
C 2.71361 2.22499 -1.34590  0.002
C 1.05848 3.28189 0.23340  -0.003
As -0.42098 2.03525 -0.15379  0.034
C -1.60121 2.69847 1.24338  0.001
C -1.30042 2.97602 -1.61491  0.022
C 3.38645 4.17744 0.12339  0.000
As 3.51673 5.67572 -1.20019  0.000
C 1.77911 5.73916 -2.12624  0.000
C 4.54242 4.80877 -2.63539  0.000
H 1.80296 1.19512 3.96465  0.003
H 0.43700 0.09046 3.60219  0.000
H 0.37752 1.76462 3.06256  0.000
H 3.89981 -0.16977 2.98991  -0.001
H 3.95529 -1.12976 1.49899  0.000
H 2.86173 -1.59653 2.83505  0.000
H 4.00176 1.61816 0.93166  0.000
H 3.03040 2.54043 2.07381  0.000
H 2.13067 1.30237 -1.41186  0.002
H 3.76188 1.96964 -1.51132  0.000
H 2.39584 2.86651 -2.16051  0.000
H 0.81045 4.16337 -0.35186  0.000
H 0.92289 3.56675 1.28095  0.000
H -1.43617 3.77379 1.30777  0.000
H -1.40355 2.23266 2.20462  0.000
H -2.63292 2.51074 0.95418  0.001
H -1.25058 4.03428 -1.35929  0.002
H -2.34155 2.66913 -1.64725  0.000
H -0.83667 2.80894 -2.57946  0.000
H 4.43518 3.87705 0.22551  0.000
H 3.13491 4.66530 1.07002  0.000
H 1.01207 6.17277 -1.48458  0.000
H 1.43997 4.78418 -2.52590  0.000
H 1.91858 6.42192 -2.96499  0.000
H 5.41284 4.30937 -2.20969  0.000
H 4.90412 5.59254 -3.29935  0.000
H 3.96598 4.09716 -3.22087  0.000
C -2.15315 0.22983 -3.18245  0.003
Si -0.42623 -0.44569 -3.39594  0.035
C -0.57100 -1.43644 -4.98217  0.010
C 0.80302 0.92953 -3.74965  0.001
C 0.09515 -1.52753 -1.83251  0.094
C -0.95853 -2.62774 -1.90865  0.019
C -0.80094 -3.77547 -2.69206  0.011
C -1.82549 -4.70380 -2.75801  0.001
C -2.99390 -4.47630 -2.04731  0.010
C -3.08227 -3.30481 -1.31847  0.002
N -2.10267 -2.40356 -1.25714  0.019
Si 1.87363 -2.26538 -2.21373  0.008
C 2.11226 -4.02050 -1.54593  0.004
C 3.24886 -1.15871 -1.53091  0.000
C 2.33269 -2.45989 -4.01822  -0.001
H -2.34147 0.94674 -3.98652  0.000
H -2.33517 0.72343 -2.23777  0.001
H -2.87768 -0.58043 -3.28945  0.000
H -1.17457 -0.79286 -5.63128  0.002
H -1.10864 -2.37803 -4.89024  0.000
H 0.36720 -1.61387 -5.49950  0.000
H 0.54120 1.33517 -4.73157  0.000
H 1.83442 0.58313 -3.81432  0.000
H 0.79172 1.75808 -3.04545  0.001
H 0.09298 -3.94135 -3.27467  0.001
H -1.71336 -5.59169 -3.36652  0.000
H -3.81885 -5.17377 -2.07240  0.001
H -3.98034 -3.06606 -0.75803  0.000
H 3.04118 -4.09289 -0.97581  0.000
H 2.22732 -4.68462 -2.40564  0.000
H 1.30202 -4.42501 -0.94345  0.001
H 4.07893 -1.80228 -1.22475  0.000
H 3.02075 -0.50798 -0.69017  -0.001
H 3.62269 -0.50956 -2.32423  0.000
H 1.73288 -3.19156 -4.55661  0.000
H 3.35685 -2.84961 -3.98595  0.000
H 2.35899 -1.53969 -4.59641  0.000

Computed properties:
Lowest unoccupied orbital energy (alpha / beta): -6.204 / -7.426 eV
HOMO (alpha / beta): -12.290 / -12.567 eV
Calculated total energy: -250323.497 eV
Total charge: +2
Frontier orbital gap (alpha / beta): 6.09 / 5.14 eV
M: 1080.12 Da
Multiplicity: 4

***

Record 4
Below is C21H60F3O13SSn as an isolated structure in a non-equilibrium geometry, with properties calculated with ωB97M-V/def2-TZVPD.

Last column: Mulliken charge in e.
Cartesian coordinates (Å):
Sn 12.40874 6.05736 -11.61705  1.669
C 16.99141 8.85765 -11.41036  0.193
F 16.29867 9.77974 -10.61700  -0.109
F 16.75246 9.16767 -12.70339  -0.231
F 18.31506 9.03049 -11.24863  -0.092
S 16.61820 7.01457 -11.08881  0.530
O 16.97344 6.78308 -9.68102  -0.845
O 15.19887 6.86967 -11.42421  -0.181
O 17.53288 6.20196 -11.98335  -0.595
C 14.51217 11.21737 -16.76917  -1.327
C 14.93368 11.38079 -15.32372  0.302
O 15.94037 12.34357 -15.12705  -0.548
H 13.83395 12.02706 -17.03842  0.380
H 13.96622 10.27878 -16.86443  0.321
H 15.27357 11.19428 -17.54880  0.368
H 15.23281 10.39298 -14.97323  -0.034
H 14.07887 11.62271 -14.69217  0.176
H 16.75699 11.83954 -15.15321  0.389
C 15.35764 2.81812 -7.94928  -1.404
C 15.53033 4.07686 -8.78118  0.330
O 14.39589 4.32222 -9.47225  -0.415
H 16.32126 2.66601 -7.46306  0.338
H 15.24020 1.95482 -8.60428  0.461
H 14.56106 2.97314 -7.22161  0.361
H 16.36454 3.95910 -9.47279  -0.104
H 15.81506 4.96218 -8.21262  0.184
H 14.36008 3.54145 -10.02966  0.397
C 21.88091 8.47281 -10.54448  -0.640
C 23.31608 8.83689 -11.03682  -0.493
O 24.06731 9.06533 -9.87717  -0.519
H 21.94414 7.61239 -9.87830  0.117
H 21.14591 8.30983 -11.33270  0.201
H 21.48663 9.35467 -10.03955  0.411
H 23.22822 9.73515 -11.64798  0.295
H 23.79526 8.07925 -11.65690  0.343
H 24.97484 9.14905 -10.17881  0.308
C 15.23573 13.77652 -12.05683  -1.070
C 13.98959 12.77827 -11.88343  0.024
O 14.26970 11.84648 -10.90497  -0.371
H 16.22212 13.31695 -12.11934  0.239
H 15.33906 14.20835 -11.06138  0.392
H 15.19350 14.57605 -12.79647  0.353
H 13.68480 12.27939 -12.80339  -0.043
H 13.06197 13.27295 -11.59548  0.310
H 14.28057 12.20817 -10.01578  0.238
C 18.44277 10.05417 -6.56132  -1.429
C 17.88124 9.23212 -7.74370  0.903
O 17.80491 7.89710 -7.48723  -0.613
H 18.85153 10.96711 -6.99442  0.387
H 19.25632 9.53791 -6.05171  0.354
H 17.68780 10.44336 -5.87819  0.340
H 18.39453 9.36646 -8.69584  -0.056
H 16.87986 9.63813 -7.88694  -0.263
H 17.43098 7.52829 -8.29082  0.438
C 12.74138 9.62734 -8.04681  -1.132
C 12.18748 9.43932 -9.43583  -0.165
O 13.09441 8.90251 -10.28606  -0.168
H 13.77014 9.98539 -8.08624  0.280
H 12.81628 8.67314 -7.52525  0.281
H 12.16612 10.29206 -7.40236  0.359
H 12.18044 10.47143 -9.78627  0.167
H 11.15276 9.10848 -9.52533  0.451
H 13.88371 9.44708 -10.24070  0.025
C 17.55428 9.28623 -15.81990  -0.626
C 17.50929 7.73041 -15.70035  -0.216
O 18.74891 7.27318 -15.22299  -0.311
H 17.62788 9.70317 -14.81549  0.018
H 16.74779 9.73042 -16.40332  0.030
H 18.50690 9.51905 -16.29574  0.498
H 17.26719 7.34439 -16.69054  0.334
H 16.60998 7.68310 -15.08626  0.088
H 19.46180 7.83664 -15.53270  0.249
C 19.84189 1.76990 -10.96994  -1.284
C 18.45749 2.36566 -10.91164  0.240
O 18.52554 3.54196 -11.59930  -0.410
H 19.76607 0.74215 -10.61487  0.463
H 20.51269 2.35352 -10.33946  0.258
H 20.25901 1.60183 -11.96284  0.277
H 18.05232 2.49308 -9.90779  -0.061
H 17.82525 1.68462 -11.48134  0.360
H 18.96050 4.18689 -11.03673  0.118
C 19.17619 4.79874 -7.68870  -1.223
C 20.13993 5.56004 -8.65854  -0.265
O 19.54378 5.41429 -9.90125  0.754
H 18.93966 3.82270 -8.11238  0.223
H 18.15526 5.15825 -7.56006  0.141
H 19.59262 4.69251 -6.68700  0.468
H 21.14045 5.15288 -8.80437  0.482
H 20.12265 6.60993 -8.36611  0.183
H 18.71702 5.90208 -9.88953  -0.482
C 22.06636 4.65906 -12.07501  -1.017
C 21.19445 5.65368 -12.93152  0.226
O 20.82423 5.00638 -14.14787  -0.552
H 21.31563 3.89736 -11.86449  0.077
H 22.30659 5.00372 -11.06923  0.142
H 22.93656 4.44810 -12.69658  0.513
H 21.83554 6.50547 -13.15863  0.434
H 20.21126 5.88722 -12.52301  -0.204
H 21.64870 4.77578 -14.58222  0.305

Computed properties:
Lowest unoccupied orbital energy: -8.520 eV
HOMO: -10.658 eV
Calculated total energy: -74170.102 eV
Total charge: +1
Frontier orbital gap: 2.14 eV
M: 728.47 Da